(1)
{
  "formula": "C6H24FInO6",
  "method": "ωB97M-V/def2-TZVPD",
  "charge": 2,
  "homo_lumo_gap_ev": 1.79,
  "total_energy_ha": -983.35471,
  "relative_energy_ev": 3.706,
  "lumo_ev": -12.90,
  "symbols": ["In", "F", "C", "O", "H", "H", "H", "H", "C", "O", "H", "H", "H", "H", "C", "O", "H", "H", "H", "H", "C", "O", "H", "H", "H", "H", "C", "O", "H", "H", "H", "H", "C", "O", "H", "H", "H", "H"],
  "xyz": [[-1.207, -2.351, 4.706], [-0.324, -0.779, 0.058], [-2.316, 2.096, -4.816], [-2.870, 1.223, -3.817], [-1.452, 1.677, -5.331], [-3.034, 2.377, -5.587], [-1.876, 2.977, -4.349], [-2.210, 0.929, -3.185], [5.105, 1.169, 4.852], [3.859, 0.815, 4.277], [5.318, 0.463, 5.654], [5.916, 1.070, 4.131], [5.068, 2.170, 5.280], [3.819, 1.308, 3.454], [-1.007, 4.330, 3.493], [-1.516, 3.325, 4.436], [-1.615, 5.234, 3.512], [-0.026, 4.674, 3.820], [-0.866, 3.957, 2.478], [-2.023, 3.759, 5.127], [-5.307, -4.070, -0.457], [-4.802, -4.636, 0.730], [-4.522, -3.387, -0.783], [-5.621, -4.770, -1.231], [-6.218, -3.499, -0.279], [-4.667, -5.582, 0.638], [3.396, 2.950, -2.201], [3.124, 2.551, -0.864], [2.498, 3.383, -2.640], [4.221, 3.658, -2.295], [3.546, 2.049, -2.796], [2.420, 1.902, -0.922], [0.922, -5.492, -2.477], [0.730, -4.299, -3.260], [1.391, -6.218, -3.140], [1.660, -5.405, -1.679], [0.053, -5.880, -1.944], [0.433, -3.678, -2.591]],
  "forces_ev_per_angstrom": [[0.0, 0.1, 0.0], [0.0, 0.0, 0.0], [0.1, -0.4, 0.5], [-0.2, 0.7, -1.3], [0.2, -0.6, 0.0], [-0.3, -0.2, 0.6], [-0.2, 0.4, 0.3], [0.4, 0.1, 0.0], [0.2, -0.7, 0.5], [0.1, 0.1, -0.1], [-0.2, 0.1, 0.0], [0.1, 0.3, -0.1], [0.1, 0.2, -0.1], [-0.3, 0.0, -0.2], [-0.2, 0.0, 1.3], [0.7, 0.5, -1.6], [-0.3, -0.2, -0.2], [0.3, -0.2, 0.2], [-0.5, -0.4, 0.2], [0.0, 0.3, 0.0], [-0.1, 0.1, -0.2], [-0.2, -0.2, 0.3], [-0.2, 0.2, -0.6], [0.6, -0.3, 0.1], [0.1, 0.3, 0.5], [-0.1, -0.1, -0.1], [-0.4, -0.4, 0.2], [0.5, 0.6, -0.4], [-0.3, 0.4, -0.1], [-0.1, -0.3, 0.4], [0.4, -0.1, -0.3], [-0.2, -0.2, 0.2], [1.1, -0.3, -1.1], [0.0, -1.2, 1.6], [-0.6, -0.1, -0.1], [0.3, 0.8, 0.3], [-0.6, 0.1, -0.4], [-0.2, 0.8, -0.2]],
  "mulliken_charge": [1.000, -0.344, -0.457, -0.362, 0.274, 0.262, 0.270, 0.331, -0.485, -0.420, 0.215, 0.264, 0.262, 0.323, -0.476, -0.462, 0.262, 0.264, 0.219, 0.334, -0.449, -0.450, 0.211, 0.278, 0.240, 0.344, -0.454, -0.364, 0.257, 0.252, 0.266, 0.334, -0.499, -0.364, 0.257, 0.281, 0.264, 0.324]
}

---

(2)
{
  "formula": "C6H24HgN4O7",
  "method": "ωB97M-V/def2-TZVPD",
  "charge": 0,
  "homo_lumo_gap_ev": 3.33,
  "total_energy_ha": -1141.85915,
  "relative_energy_ev": 4.419,
  "lumo_ev": -3.72,
  "symbols": ["Hg", "C", "C", "O", "H", "H", "H", "H", "H", "C", "C", "O", "H", "H", "H", "H", "H", "C", "O", "N", "N", "H", "H", "H", "H", "C", "O", "N", "N", "H", "H", "H", "H", "O", "H", "H", "O", "H", "H", "O", "H", "H"],
  "xyz": [[-0.660, -0.085, -0.057], [3.871, 0.808, -2.584], [3.528, -0.579, -2.160], [2.669, -0.409, -0.970], [4.172, 0.756, -3.630], [4.717, 1.238, -2.047], [3.023, 1.493, -2.581], [4.477, -1.095, -2.012], [2.903, -1.055, -2.916], [-0.424, -0.164, 5.907], [-0.014, 0.095, 4.480], [-0.998, -0.434, 3.561], [-0.695, -1.194, 6.136], [-1.305, 0.356, 6.282], [0.413, 0.134, 6.539], [0.994, -0.313, 4.421], [0.152, 1.161, 4.319], [-1.051, -4.050, -2.063], [-1.410, -2.959, -1.640], [0.020, -4.232, -2.712], [-1.781, -5.171, -1.869], [0.659, -3.454, -2.798], [0.297, -5.176, -2.942], [-1.468, -5.957, -2.420], [-2.377, -5.261, -1.058], [0.882, 4.101, 0.377], [0.007, 3.272, 0.455], [0.638, 5.355, 0.309], [2.179, 3.778, 0.376], [-0.346, 5.547, 0.184], [1.338, 6.082, 0.274], [2.564, 2.853, 0.502], [2.904, 4.432, 0.120], [-4.864, -2.421, 1.171], [-5.603, -1.841, 1.351], [-4.090, -1.881, 1.334], [-3.679, 0.351, -0.447], [-4.398, 0.861, -0.073], [-4.024, 0.024, -1.278], [-1.083, 1.468, -2.951], [-1.515, 2.304, -3.128], [-0.621, 1.260, -3.763]],
  "forces_ev_per_angstrom": [[0.7, -0.1, 0.4], [0.5, 0.7, -1.6], [-2.5, 1.7, 2.4], [1.2, -1.0, -1.0], [0.4, 0.2, -0.3], [-0.2, 0.0, 0.3], [-0.1, -0.1, 0.4], [-0.3, -0.8, 0.5], [0.2, -0.4, -0.2], [-0.8, -0.1, 1.2], [-1.1, -0.4, -1.7], [1.8, 0.7, 0.8], [0.5, -0.3, -0.4], [0.0, 0.5, -0.4], [0.1, -0.1, 0.1], [0.0, -0.7, -0.6], [-0.4, 0.4, 0.0], [-4.1, 1.5, 3.0], [-0.1, 0.7, 0.4], [4.8, -0.8, -3.1], [-0.5, -1.1, -0.3], [-0.1, -0.3, -0.2], [0.4, 0.5, 0.0], [-0.6, -0.3, 0.7], [0.1, 0.0, -0.5], [1.1, -3.7, 0.3], [-1.4, -1.3, 0.1], [-1.6, 4.9, -0.5], [3.1, -0.4, -0.1], [0.3, 0.5, 0.1], [-0.4, -0.2, 0.0], [-0.9, -0.1, -0.1], [-0.4, 0.1, 0.1], [-0.1, -0.3, -0.1], [-0.2, 0.1, 0.1], [0.3, 0.2, 0.0], [0.3, 0.0, 0.1], [-0.1, 0.2, 0.2], [0.0, -0.2, -0.3], [-0.1, -0.2, 0.2], [-0.1, 0.2, 0.1], [0.2, -0.1, -0.2]],
  "mulliken_charge": [0.687, -0.959, -0.173, -0.546, 0.358, 0.262, 0.223, 0.253, 0.164, -1.090, -0.083, -0.506, 0.309, 0.298, 0.324, 0.220, 0.226, 0.623, -0.628, -0.341, -0.424, 0.233, 0.156, 0.147, 0.231, 0.612, -0.617, -0.402, -0.366, 0.235, 0.161, 0.217, 0.159, -0.620, 0.292, 0.328, -0.553, 0.266, 0.304, -0.533, 0.274, 0.280]
}

---

(3)
{
  "formula": "C6H24N12O6",
  "method": "ωB97M-V/def2-TZVPD",
  "charge": 0,
  "homo_lumo_gap_ev": 8.82,
  "total_energy_ha": -1351.78533,
  "relative_energy_ev": 0.823,
  "smiles": "NC(N)=O.NC(N)=O.NC(N)=O.NC(N)=O.NC(N)=O.NC(N)=O",
  "lumo_ev": -0.18,
  "symbols": ["N", "C", "N", "O", "H", "H", "H", "H", "N", "C", "N", "O", "H", "H", "H", "H", "N", "C", "N", "O", "H", "H", "H", "H", "N", "C", "N", "O", "H", "H", "H", "H", "N", "C", "N", "O", "H", "H", "H", "H", "N", "C", "N", "O", "H", "H", "H", "H"],
  "xyz": [[4.052, 1.810, -3.310], [4.104, 0.787, -2.422], [4.926, 1.039, -1.351], [3.613, -0.328, -2.634], [3.386, 1.634, -4.047], [4.590, 2.647, -3.240], [5.049, 0.232, -0.760], [5.285, 1.930, -1.080], [-2.219, -3.199, 1.509], [-2.977, -2.052, 1.632], [-2.760, -1.129, 0.662], [-3.849, -1.991, 2.516], [-2.530, -3.870, 2.191], [-1.279, -3.067, 1.176], [-2.108, -1.397, -0.077], [-3.231, -0.249, 0.747], [3.129, 2.424, 0.860], [1.890, 2.416, 1.414], [1.842, 2.672, 2.756], [0.890, 2.201, 0.711], [3.860, 2.561, 1.538], [3.190, 2.501, -0.133], [0.951, 2.561, 3.223], [2.534, 3.243, 3.202], [1.042, -1.528, -2.523], [0.280, -1.161, -1.463], [0.863, -0.339, -0.563], [-0.892, -1.607, -1.358], [1.891, -1.053, -2.814], [0.573, -2.130, -3.176], [0.320, 0.362, -0.080], [1.824, -0.066, -0.688], [-1.982, 0.793, 5.502], [-1.306, 0.976, 4.331], [-1.012, -0.154, 3.623], [-1.073, 2.104, 3.903], [-2.181, 1.681, 5.931], [-2.335, -0.073, 5.852], [-0.884, 0.024, 2.643], [-1.095, -1.057, 4.045], [-3.052, -2.276, -2.966], [-3.637, -1.471, -3.889], [-3.398, -0.141, -3.657], [-4.384, -1.849, -4.790], [-3.157, -3.268, -3.092], [-2.167, -1.929, -2.589], [-2.729, 0.248, -3.021], [-3.845, 0.540, -4.245]],
  "forces_ev_per_angstrom": [[-1.3, -0.8, -0.3], [1.6, -0.2, -0.3], [-0.6, -1.3, 0.0], [0.0, 1.2, 0.5], [0.3, 0.5, -0.2], [0.0, 0.2, -0.1], [0.2, 0.3, 0.2], [0.1, 0.2, -0.1], [-0.4, 0.7, -0.1], [-1.7, -0.2, 0.7], [0.4, -0.6, 0.8], [1.0, 0.4, -0.9], [0.8, -0.2, 0.0], [0.1, -0.7, 0.1], [-0.3, 0.7, -0.1], [0.0, 0.0, -0.2], [0.0, 0.0, 1.1], [-1.7, 0.3, -0.7], [-0.1, -0.4, -0.2], [0.8, -0.1, 0.8], [0.6, 0.1, -0.8], [0.3, 0.0, 0.0], [-0.3, 0.1, -0.1], [0.1, 0.0, 0.0], [-0.3, -0.2, -0.1], [-0.4, -0.4, -0.7], [-0.1, 0.1, 0.3], [1.3, 0.7, 0.2], [-0.1, -0.1, 0.4], [0.1, -0.1, 0.0], [-0.1, -0.1, 0.1], [0.0, -0.1, -0.3], [0.7, 0.8, 0.0], [-0.8, -0.4, -0.4], [0.3, 0.8, 0.4], [0.4, -0.1, 0.1], [-0.3, -0.3, 0.4], [-0.1, -0.1, -0.1], [0.2, -0.6, -0.1], [-0.2, -0.2, -0.4], [0.6, 0.0, 0.0], [-0.9, -0.1, -0.5], [0.0, 0.9, -0.4], [0.4, 0.2, 0.6], [0.1, 0.1, -0.2], [-0.4, -0.5, 0.3], [0.1, -0.5, 0.3], [-0.1, -0.3, -0.2]],
  "mulliken_charge": [-0.404, 0.712, -0.415, -0.760, 0.219, 0.180, 0.217, 0.219, -0.437, 0.538, -0.215, -0.705, 0.231, 0.211, 0.326, 0.194, -0.319, 0.587, -0.347, -0.735, 0.162, 0.209, 0.211, 0.185, -0.352, 0.498, -0.158, -0.875, 0.208, 0.212, 0.249, 0.091, -0.429, 0.673, -0.300, -0.711, 0.238, 0.183, 0.150, 0.176, -0.301, 0.469, -0.313, -0.670, 0.207, 0.319, 0.177, 0.195]
}

---

(4)
{
  "formula": "C6H24N12O6",
  "method": "ωB97M-V/def2-TZVPD",
  "charge": 0,
  "homo_lumo_gap_ev": 9.71,
  "total_energy_ha": -1351.77762,
  "relative_energy_ev": 1.033,
  "smiles": "NC(N)=O.NC(N)=O.NC(N)=O.NC(N)=O.NC(N)=O.NC(N)=O",
  "lumo_ev": 0.33,
  "symbols": ["N", "C", "N", "O", "H", "H", "H", "H", "N", "C", "N", "O", "H", "H", "H", "H", "N", "C", "N", "O", "H", "H", "H", "H", "N", "C", "N", "O", "H", "H", "H", "H", "N", "C", "N", "O", "H", "H", "H", "H", "N", "C", "N", "O", "H", "H", "H", "H"],
  "xyz": [[1.706, 0.888, 3.532], [1.847, -0.448, 3.567], [1.516, -1.051, 2.432], [2.159, -1.112, 4.581], [1.950, 1.307, 4.416], [1.573, 1.428, 2.675], [1.269, -2.008, 2.581], [0.945, -0.627, 1.698], [1.207, -2.137, -2.383], [1.875, -3.021, -1.574], [1.826, -2.689, -0.228], [2.465, -3.979, -1.970], [0.639, -1.314, -2.051], [1.041, -2.396, -3.348], [2.608, -3.039, 0.284], [1.438, -1.743, -0.039], [-2.735, -5.143, -1.347], [-2.066, -4.060, -0.731], [-1.130, -4.566, 0.157], [-2.362, -2.908, -0.903], [-3.674, -4.962, -1.673], [-2.706, -5.970, -0.773], [-0.774, -5.500, 0.057], [-0.398, -3.929, 0.419], [-3.050, 5.096, -0.304], [-3.423, 3.823, -0.822], [-3.420, 3.791, -2.176], [-3.558, 2.862, -0.092], [-3.276, 5.969, -0.765], [-3.394, 5.139, 0.670], [-3.525, 2.823, -2.457], [-3.051, 4.567, -2.673], [3.066, 1.236, 0.320], [2.850, 2.583, 0.113], [3.781, 3.171, -0.639], [2.008, 3.291, 0.681], [3.800, 0.897, -0.287], [2.175, 0.682, 0.359], [3.702, 4.171, -0.779], [4.399, 2.736, -1.284], [-1.837, 0.231, -0.693], [-0.700, 0.435, -0.009], [-0.742, 1.580, 0.721], [0.353, -0.186, -0.187], [-2.144, -0.618, -1.061], [-2.557, 0.859, -0.367], [-1.600, 1.971, 0.980], [-0.078, 1.872, 1.371]],
  "forces_ev_per_angstrom": [[0.2, 1.1, 0.6], [-0.1, -1.0, 2.3], [-0.8, -1.4, -2.3], [-0.2, 1.4, -1.3], [0.0, 0.5, -0.4], [0.5, -0.3, 0.8], [0.2, -0.5, 0.0], [0.4, 0.2, 0.5], [-1.3, 1.4, -0.4], [-0.8, 1.7, 0.9], [-1.1, 1.1, -0.4], [0.8, -1.6, -0.9], [1.1, -1.6, 0.0], [0.3, -0.2, 0.4], [0.2, 0.1, 0.4], [0.7, -1.2, 0.1], [0.0, 0.5, 0.2], [-0.5, -2.6, 0.3], [0.2, 1.0, -0.1], [0.3, 0.9, -0.2], [0.2, 0.3, 0.0], [0.0, -0.2, -0.2], [-0.2, -0.1, -0.3], [0.2, 0.4, 0.1], [-1.1, -0.8, 1.6], [1.5, 2.4, 0.1], [-0.9, -1.6, 1.2], [-0.4, -0.3, 0.0], [-0.1, -0.5, -0.4], [0.6, 0.0, -0.7], [0.3, 0.6, -1.0], [0.2, -0.1, -0.7], [-1.5, -0.1, -0.2], [-0.6, 0.5, 1.5], [1.0, 1.9, -1.2], [0.0, -1.3, -0.2], [-0.4, -0.6, 0.2], [1.3, 0.5, -0.2], [-0.2, -0.4, 0.3], [0.2, -0.7, -0.2], [-0.5, 1.7, 0.8], [0.5, 1.0, -0.6], [-0.3, -0.5, -0.2], [0.2, -0.4, 0.4], [0.0, -1.8, -0.5], [-0.5, -0.1, -0.4], [-1.7, 0.5, -0.1], [1.9, 0.1, 0.5]],
  "mulliken_charge": [-0.296, 0.426, -0.037, -0.722, 0.194, 0.209, 0.204, -0.036, -0.313, 0.360, -0.359, -0.650, 0.216, 0.196, 0.226, 0.455, -0.535, 0.572, -0.416, -0.587, 0.274, 0.210, 0.272, 0.161, -0.523, 0.666, -0.416, -0.679, 0.220, 0.266, 0.253, 0.203, -0.350, 0.630, -0.437, -0.634, 0.235, 0.242, 0.231, 0.163, -0.330, 0.360, -0.185, -0.594, 0.259, 0.126, 0.245, 0.024]
}